DFT (wB97M-V/def2-TZVPD) results for 2 unconnected molecules or ions with the total composition C2H8O in a non-equilibrium geometry.

```
11
Properties=species:S:1:pos:R:3
C 0.727 -1.999 4.562
H 1.771 -2.317 4.553
H 0.592 -1.178 5.263
H 0.500 -1.706 3.542
H 0.143 -2.829 4.954
C -0.690 1.325 -3.806
O -1.143 2.661 -3.627
H -0.407 0.803 -2.889
H 0.243 1.333 -4.388
H -1.374 0.708 -4.376
H -0.363 3.198 -3.788
```

Total charge = 0
Largest force on an atom = 0.027 Eh/bohr
Energy above the lowest of the compared OMol25 structures with the same formula, charge and spin = 59.2 kJ/mol
Molar mass = 48.1 u
Frontier orbital gap = 11.54 eV
SMILES = CO.C

DFT (wB97M-V/def2-TZVPD) results for C14H26N4OS in the gas phase.

```
46
Properties=species:S:1:pos:R:3
C 1.200 5.495 -1.627
C 0.313 5.381 -0.393
C 1.103 5.304 0.914
C 2.028 4.092 1.039
C 1.288 2.756 1.014
C 2.226 1.583 1.289
C 1.493 0.244 1.238
C 2.430 -0.929 1.522
C 1.770 -2.290 1.297
C 0.668 -2.573 2.304
H 1.055 -2.576 3.323
H -0.149 -1.861 2.215
S -0.062 -4.231 2.066
C -1.049 -3.909 0.685
N -1.156 -2.729 0.107
N -2.030 -2.947 -0.898
C -2.402 -4.239 -0.874
N -1.805 -4.878 0.108
N -3.285 -4.819 -1.753
C -3.906 -4.153 -2.777
O -3.716 -2.977 -2.989
C -4.826 -5.030 -3.585
H -5.281 -4.440 -4.375
H -4.266 -5.852 -4.026
H -5.605 -5.442 -2.947
H -3.454 -5.801 -1.590
H -2.330 -2.228 -1.541
H 2.526 -3.075 1.372
H 1.343 -2.322 0.293
H 3.296 -0.855 0.860
H 2.794 -0.865 2.550
H 0.682 0.256 1.968
H 1.047 0.112 0.250
H 2.683 1.707 2.274
H 3.031 1.584 0.550
H 0.820 2.610 0.040
H 0.496 2.769 1.766
H 2.771 4.110 0.240
H 2.570 4.174 1.985
H 0.395 5.290 1.746
H 1.706 6.210 1.011
H -0.337 6.259 -0.344
H -0.332 4.506 -0.488
H 1.886 6.334 -1.527
H 1.782 4.590 -1.775
H 0.592 5.654 -2.516
```

Total charge = 0
Largest force on an atom = 0.018 Eh/bohr
Energy above the lowest of the compared OMol25 structures with the same formula, charge and spin = 3.5 kJ/mol
Molar mass = 298.5 u
Frontier orbital gap = 8.77 eV
SMILES = CCCCCCCCCCSc1n[nH]c(NC(C)=O)n1

DFT (wB97M-V/def2-TZVPD) results for a gas-phase ion, C9H11F3NOS (charge +1) in a non-equilibrium geometry.

```
26
Properties=species:S:1:pos:R:3
C 3.075 -0.592 2.892
C 2.954 -1.252 1.682
C 2.249 0.478 3.199
C 1.995 -0.862 0.750
C 1.279 0.892 2.294
C 1.211 0.189 1.125
C -1.977 -1.140 -1.797
C -3.508 0.489 -0.769
C 0.053 1.048 -2.500
N -2.173 0.188 -1.255
O 0.018 0.651 0.121
F -0.699 0.766 -3.553
F 0.679 2.195 -2.701
F 0.940 0.082 -2.320
S -1.039 1.266 -0.921
H 3.822 -0.911 3.604
H 3.603 -2.081 1.445
H 2.346 0.999 4.139
H 1.896 -1.360 -0.199
H 0.620 1.716 2.506
H -2.403 -1.206 -2.800
H -0.920 -1.386 -1.838
H -2.469 -1.873 -1.157
H -3.514 1.481 -0.322
H -4.216 0.467 -1.601
H -3.823 -0.242 -0.021
```

Total charge = +1
Largest force on an atom = 0.059 Eh/bohr
Energy above the lowest of the compared OMol25 structures with the same formula, charge and spin = 63.8 kJ/mol
Molar mass = 238.3 u
Frontier orbital gap = 9.25 eV